Molecular formula: C5H12NO
Method: DFT, ωB97M-V/def2-TZVPD

```
19
Properties=species:S:1:pos:R:3:mulliken_charge:R:1
C -1.21646 -1.74917 -0.89602 -1.433
C 0.06354 -0.95788 -0.85011 0.520
C 0.28961 0.07725 -1.96310 -1.405
C 0.15081 -0.22279 0.55055 -0.335
N -1.10322 0.59800 0.79723 -0.342
C 1.32664 0.73868 0.90613 -0.146
O 1.05438 1.61114 1.67741 -0.462
H -1.19790 -2.76464 -1.28578 0.332
H -1.87524 -1.06867 -1.46972 0.381
H -1.77620 -1.85018 0.03589 0.363
H 0.98198 -1.55461 -0.77450 0.376
H 1.22301 0.62661 -1.87178 0.441
H -0.51972 0.76526 -2.20757 0.343
H 0.46270 -0.56156 -2.84008 0.400
H 0.11771 -0.92915 1.39194 0.534
H -1.56030 0.37700 1.67835 0.329
H -0.90066 1.60161 0.89901 0.379
H -1.83293 0.57011 0.09249 0.339
H 2.30268 0.54317 0.44366 0.386
```

Computed properties:
* structure (SMILES): CC(C)[C@H]([NH3+])C=O
* orbital gap: 11.1 eV
* net charge: +1
* LUMO: -3.84 eV


Molecular formula: C5H12NO
Method: DFT, ωB97M-V/def2-TZVPD

```
19
Properties=species:S:1:pos:R:3:mulliken_charge:R:1
C -2.47863 0.56460 0.36876 -0.952
C -1.52375 0.30761 -0.60493 0.098
C 1.63091 1.97719 -0.07186 -0.799
C 1.13918 -2.01917 0.87417 -0.559
C -0.48821 -0.61390 -0.54722 0.194
N -0.18490 -1.40875 0.65642 0.033
O 0.35137 -0.99265 -1.58334 -0.505
H -3.29813 1.30200 0.14941 0.277
H -2.54424 0.29752 1.48178 0.191
H -1.47662 0.73393 -1.53265 0.400
H 0.67185 1.95158 0.42116 0.158
H 2.42940 2.15695 0.68358 0.290
H 1.55333 2.93282 -0.75816 0.255
H 1.75494 1.03397 -0.59935 0.149
H 1.62286 -1.84031 1.82846 0.335
H 1.86047 -2.23125 0.06768 0.336
H -0.51311 -2.35992 0.24762 0.436
H -0.63981 -1.02965 1.44847 0.308
H 0.13310 -0.76260 -2.53000 0.355
```

Computed properties:
* orbital gap (alpha / beta): 8.6 / 9.6 eV
* spin multiplicity: 3
* net charge: +1
* LUMO (alpha / beta): -3.53 / -5.26 eV


Molecular formula: C5H12NO2
Method: DFT, ωB97M-V/def2-TZVPD

```
20
Properties=species:S:1:pos:R:3:mulliken_charge:R:1
C -1.60094 0.43812 -0.89284 -0.557
N -0.48272 0.54959 -1.87954 -0.859
C 0.43893 0.60936 -0.90371 0.532
C 0.88299 1.79015 -0.08524 -0.145
O 1.40124 1.50518 1.14793 -0.729
C 1.28221 -0.65730 -0.72968 -0.503
O 1.96802 -0.74789 0.56558 -0.699
C -1.52337 -0.59306 0.29446 -1.052
H -2.56370 0.22673 -1.46445 0.367
H -1.90933 1.41772 -0.47005 0.260
H 0.41429 -2.10236 2.66444 -0.006
H 0.15290 -2.65525 2.23782 -0.003
H 1.61581 1.86604 -0.91016 0.205
H 0.14450 2.62137 0.02415 0.291
H 1.67347 0.35701 0.92345 0.422
H 0.57797 -1.46713 -0.88444 0.209
H 2.08610 -0.59500 -1.46103 0.337
H -0.74438 -0.34606 1.02096 0.263
H -1.33878 -1.54463 -0.12487 0.307
H -2.47523 -0.67261 0.92720 0.358
```

Computed properties:
* orbital gap: 7.3 eV
* net charge: -1
* LUMO: 4.08 eV


Molecular formula: C5H12NO2
Method: DFT, ωB97M-V/def2-TZVPD

```
20
Properties=species:S:1:pos:R:3:mulliken_charge:R:1
C 1.55697 -2.08060 -0.91381 0.036
N 0.33208 -1.63483 -1.20902 -0.376
C -0.75707 -2.54009 -0.84099 -0.937
O 1.89986 -3.25740 -0.73929 -0.683
H 2.28616 -1.25312 -0.82920 0.319
H -0.01575 -0.42588 -1.08620 0.505
H -0.96227 -2.51305 0.23241 0.238
H -0.51351 -3.56778 -1.11653 0.334
H -1.64766 -2.22072 -1.38903 0.281
C 0.30145 1.68165 -0.46479 -0.616
O -0.49277 0.67917 -0.96219 -0.766
C 0.33578 1.67756 1.07136 -0.216
C -1.04514 1.96416 1.66402 -1.110
H -0.03589 2.69515 -0.76562 0.319
H 1.32745 1.60398 -0.86359 0.276
H 1.06346 2.39022 1.48059 0.334
H 0.64707 0.66424 1.34934 0.195
H -1.06236 2.13855 2.74269 0.341
H -1.73229 1.14626 1.44263 0.243
H -1.48558 2.85254 1.19723 0.283
```

Computed properties:
* orbital gap: 8.1 eV
* net charge: -1
* LUMO: 3.99 eV


Molecular formula: C5H12NO2
Method: DFT, ωB97M-V/def2-TZVPD

```
20
Properties=species:S:1:pos:R:3:mulliken_charge:R:1
N 0.75585 0.38558 -2.37680 -0.769
C 0.56987 -0.29790 -1.10678 0.148
C 2.01462 -0.36436 -0.38937 -0.549
O 2.50375 -1.55488 -0.59224 -0.893
C -0.64347 0.50344 -0.37450 -0.675
C -0.80869 -0.53423 0.71956 -0.627
C -1.86153 -0.03644 1.76430 -0.447
O -1.76006 1.37224 1.98989 -0.543
H 1.59073 1.09206 -2.09038 0.332
H 1.11035 -0.31338 -2.94096 0.346
H 0.21311 -1.37257 -1.27700 0.221
H 2.73952 0.28039 -0.64628 0.419
H 1.81924 -0.02451 0.76357 0.008
H -0.26773 1.37270 -0.05784 0.348
H -1.51337 0.62859 -1.05231 0.252
H -1.19628 -1.40660 0.28230 0.339
H 0.19460 -0.56467 1.18134 0.222
H -2.84850 -0.24947 1.35951 0.318
H -1.72636 -0.65770 2.73809 0.249
H -0.88566 1.74174 2.10591 0.300
```

Computed properties:
* structure (SMILES): N[C@@H](C[O-])CCCO
* orbital gap: 6.1 eV
* net charge: -1
* LUMO: 3.61 eV


Molecular formula: C5H12NO2
Method: DFT, ωB97M-V/def2-TZVPD

```
20
Properties=species:S:1:pos:R:3:mulliken_charge:R:1
C 1.04623 0.86760 1.68984 -0.487
O 1.87808 1.92388 1.39435 -0.843
C 0.81807 -0.10509 0.47786 -0.246
C -0.57117 -0.76548 0.57913 -0.965
C -1.09238 -1.20389 -0.76443 0.600
C -1.85621 -0.40320 -1.52424 -1.120
N -0.59829 -2.42208 -1.20561 -0.464
H 0.05725 1.24524 2.04678 0.205
H 1.62906 0.36276 2.48994 0.256
H 1.62833 -0.82160 0.65941 0.164
H 0.90414 0.37643 -0.49018 0.321
H -0.66230 -1.50669 1.37539 0.360
H -1.21417 0.04958 0.92886 0.393
H -2.35629 -0.81436 -2.39131 0.287
H -2.19375 0.56362 -1.18276 0.300
H 0.15188 -2.74910 -0.62460 0.210
H -0.74796 -2.80614 -2.11646 0.170
H 1.50108 2.69806 0.34236 0.426
H 0.64009 2.40704 -1.10323 0.232
O 1.03832 3.10340 -0.58110 -0.800
```

Computed properties:
* orbital gap: 6.8 eV
* net charge: -1
* LUMO: 3.56 eV


Molecular formula: C5H12NO2
Method: DFT, ωB97M-V/def2-TZVPD

```
20
Properties=species:S:1:pos:R:3:mulliken_charge:R:1
O 0.38389 -2.71438 -0.63247 -0.452
C 1.20519 -1.84479 -0.76658 -0.108
C 0.77837 -0.38493 -0.73488 0.064
N -0.63622 -0.33613 -0.26344 -0.117
C -0.65447 0.05068 1.18659 -0.575
C 0.79901 0.17370 1.60368 -0.521
C 1.54962 0.42046 0.30859 -0.850
H 2.27113 -2.08470 -0.87839 0.392
H 0.82821 0.05370 -1.72544 0.444
H -1.15023 0.40207 -0.77566 0.247
H -1.13308 -1.21478 -0.42567 0.391
H -1.25575 0.96021 1.24672 0.296
H -1.23938 -0.71015 1.69092 0.374
H 1.15237 -0.70541 2.09652 0.338
H 0.91730 1.02843 2.25748 0.332
H 2.58489 0.11071 0.40569 0.457
H 1.66165 1.45385 -0.02377 0.333
H -3.32617 1.39971 -1.77769 0.294
H -2.28578 2.45073 -1.40755 0.295
O -2.45054 1.49100 -1.38465 -0.632
```

Computed properties:
* orbital gap: 11.3 eV
* net charge: +1
* LUMO: -3.22 eV


Molecular formula: C5H12NO2
Method: DFT, ωB97M-V/def2-TZVPD

```
20
Properties=species:S:1:pos:R:3:mulliken_charge:R:1
C -1.24494 0.41328 1.42092 -1.481
C -0.47767 -0.54676 0.60787 0.545
C 0.94265 -0.64454 1.15078 -1.575
C -0.51513 -0.06154 -0.90743 -0.280
N 0.22203 -1.13437 -1.76970 -0.327
C 0.48278 1.19415 -1.03034 0.596
O 1.27086 1.18685 -1.95418 -0.591
O 0.18186 2.25076 -0.30364 -0.415
H -2.32185 0.08389 1.55013 0.359
H -1.29674 1.52214 1.34012 0.280
H -0.98397 0.28331 2.46283 0.407
H -0.93463 -1.65515 0.51329 0.272
H 1.43883 0.30510 1.40716 0.371
H 1.59577 -1.19373 0.61747 0.429
H 0.93786 -0.88534 2.18550 0.451
H -1.51322 0.15699 -1.29665 0.457
H 0.82143 -1.67459 -0.99479 0.286
H 0.74253 -0.68687 -2.69470 0.407
H -0.33766 -1.86736 -1.96927 0.355
H 0.98919 2.95379 -0.33538 0.453
```

Computed properties:
* structure (SMILES): CC(C)[C@H]([NH3+])C(=O)O
* orbital gap: 11.5 eV
* net charge: +1
* LUMO: -3.55 eV


Molecular formula: C5H12NO2
Method: DFT, ωB97M-V/def2-TZVPD

```
20
Properties=species:S:1:pos:R:3:mulliken_charge:R:1
N -1.35679 -0.43693 -1.25437 -0.185
C -0.12044 0.28353 -0.74786 0.084
C -0.04590 1.69774 -1.30530 -0.765
O -0.41311 1.78310 -2.63775 -0.541
C -0.26987 0.39232 0.79698 -0.943
C -0.29924 -0.95029 1.57786 -0.522
C 1.17440 -1.44874 1.71680 0.003
O 1.64946 -1.74423 2.76795 -0.406
H -2.19055 -0.10987 -0.77882 0.359
H -1.50877 -0.24568 -2.25372 0.378
H -1.19319 -1.42871 -1.11370 0.364
H 0.77619 -0.26205 -1.02924 0.241
H 0.97539 2.04002 -1.07933 0.400
H -0.62409 2.40188 -0.70382 0.390
H 0.21428 1.55512 -3.30201 0.341
H -1.07261 1.08296 1.04215 0.494
H 0.70095 0.80550 1.09299 0.436
H -0.74431 -0.87401 2.56395 0.335
H -0.80519 -1.75745 1.03125 0.280
H 1.69219 -1.54234 0.74755 0.256
```

Computed properties:
* structure (SMILES): [NH3+][C@@H](CO)CCC=O
* orbital gap: 9.7 eV
* net charge: +1
* LUMO: -3.71 eV


Molecular formula: C5H12NO2
Method: DFT, ωB97M-V/def2-TZVPD

```
20
Properties=species:S:1:pos:R:3:mulliken_charge:R:1
N -1.80255 -0.13629 0.37759 -0.117
C -0.44489 -0.28382 -0.20953 0.103
C -0.37608 -0.55273 -1.73236 -0.707
O -1.34554 -1.56911 -1.93944 -0.580
C 0.19134 1.08718 0.15567 -0.967
C 1.19386 1.04911 1.33611 -0.669
C 2.08660 -0.22946 1.34013 0.008
O 2.44083 -0.88823 0.39609 -0.428
H -1.98426 0.67253 0.82064 0.317
H -2.51287 -0.20601 -0.36236 0.349
H -1.90922 -0.92727 1.02535 0.382
H 0.13359 -1.07280 0.45725 0.311
H 0.56009 -0.86882 -2.13750 0.461
H -0.67286 0.39185 -2.30939 0.305
H -0.93925 -2.26083 -2.68472 0.383
H -0.46120 2.05469 0.06275 0.511
H 0.96653 1.27186 -0.66572 0.298
H 1.86756 1.90372 1.42286 0.407
H 0.59022 1.08276 2.26499 0.296
H 2.41809 -0.51833 2.38160 0.337
```

Computed properties:
* structure (SMILES): [NH3+][C@@H](CO)CCC=O
* orbital gap: 10.1 eV
* net charge: +1
* LUMO: -3.49 eV